No. 1
Below is a molecular structure, C40H53N4NiOP2Si2, with properties calculated with ωB97M-V/def2-TZVPD.

Last column: Mulliken spin population.
Atoms and positions in Å:
Ni  0.318  -0.093  0.191  0.89
P  1.736  -0.228  -1.607  0.09
P  -1.890  0.307  1.645  0.14
Si  1.232  -1.484  1.747  0.09
Si  1.442  1.295  1.537  0.13
O  -2.096  -2.257  -2.614  0.00
N  -4.331  -0.805  2.498  0.00
N  -1.099  -0.610  -1.340  -0.03
N  -4.242  1.605  2.582  0.01
N  -3.047  0.322  4.247  0.00
C  1.238  -0.768  3.438  0.00
C  6.344  -0.130  -1.941  0.01
C  5.739  -1.285  -1.575  0.00
C  0.904  3.248  -4.448  0.00
C  1.270  2.042  -4.945  0.00
C  5.625  1.042  -2.117  0.00
C  -3.927  -0.870  3.883  0.00
C  1.267  -1.411  4.738  0.00
C  -2.492  -0.133  -1.664  0.07
C  1.283  -4.248  -3.756  0.01
C  2.427  -2.143  -3.505  0.01
C  3.362  1.659  1.379  0.03
C  0.232  -3.688  -3.049  0.00
C  0.637  2.225  -2.286  -0.04
C  4.312  -1.286  -1.364  0.01
C  1.696  -0.707  5.862  0.00
C  -5.038  0.395  2.201  0.00
C  1.366  0.900  -4.138  -0.01
C  0.510  3.359  -3.099  0.04
C  0.294  -2.404  -2.449  -0.01
C  0.174  -3.042  1.857  0.17
C  0.468  3.004  1.686  0.36
C  -3.084  1.730  1.519  0.04
C  4.192  1.001  -2.041  0.01
C  -2.232  0.590  -4.087  0.00
C  1.485  0.631  3.356  0.01
C  3.040  -2.067  1.636  0.02
C  -3.776  1.546  4.005  0.00
C  -0.967  -1.749  -1.987  0.08
C  1.768  0.694  5.763  0.00
C  -2.551  1.036  -2.655  0.02
C  1.190  1.063  -2.792  -0.12
C  -4.013  1.527  -2.587  0.00
C  -3.116  -1.133  1.696  0.05
C  1.479  -1.710  -2.553  0.03
C  1.595  1.333  4.542  0.00
C  2.364  -3.422  -3.989  0.00
C  -3.179  -1.459  -1.992  0.00
C  3.531  -0.174  -1.631  0.03
C  -1.737  0.297  3.520  0.01
H  3.791  -2.221  -1.104  0.01
H  -5.948  0.317  2.720  0.00
H  3.860  -1.406  1.300  0.00
H  -2.908  0.318  -0.728  -0.05
H  -1.925  1.459  -4.670  0.00
H  -1.063  1.143  3.723  0.00
H  -1.167  -0.606  3.830  0.00
H  1.237  -5.205  -4.288  0.00
H  -3.550  -2.010  -1.119  0.00
H  -4.831  2.458  2.552  0.00
H  0.682  -3.797  2.551  0.02
H  -5.250  0.454  1.113  0.00
H  3.181  -2.471  2.655  0.01
H  -4.804  -0.872  4.581  0.00
H  1.839  1.286  6.693  0.00
H  0.106  4.305  -2.745  0.00
H  1.473  1.924  -6.030  0.00
H  1.473  -0.051  -4.663  0.00
H  6.346  -2.229  -1.344  0.00
H  0.821  3.739  0.921  0.03
H  -4.352  1.844  -1.600  0.00
H  -2.606  -1.965  2.151  0.01
H  1.894  -1.265  6.772  0.00
H  2.957  -2.977  0.946  0.00
H  6.158  1.929  -2.452  0.00
H  0.747  4.061  -5.191  0.00
H  3.680  1.886  -2.429  0.00
H  -0.572  2.769  1.543  -0.19
H  -4.744  1.591  4.616  0.00
H  3.554  2.314  2.251  0.00
H  0.356  2.267  -1.205  0.16
H  -3.613  1.808  0.537  -0.03
H  3.212  -3.828  -4.553  0.00
H  -2.527  2.666  1.670  0.00
H  -1.396  -0.157  -4.137  0.00
H  3.218  -1.467  -3.733  0.00
H  -0.048  -3.381  0.809  -0.05
H  -3.954  -1.373  -2.718  0.00
H  -0.628  -4.330  -2.865  0.00
H  -4.635  0.675  -3.006  0.00
H  7.461  -0.165  -1.965  0.00
H  -3.121  2.387  4.214  0.00
H  3.573  2.107  0.427  0.00
H  1.012  -2.491  4.834  0.00
H  1.596  2.413  4.653  0.00
H  0.539  3.385  2.713  0.01
H  -3.422  -1.787  4.119  0.00
H  -3.136  0.186  -4.612  0.00
H  -4.223  2.326  -3.329  0.00
H  3.914  0.728  1.541  -0.01
H  -3.289  -1.325  0.636  -0.01
H  -0.780  -2.751  2.364  -0.03
H  -1.887  1.838  -2.258  -0.01

The gap between HOMO and LUMO (alpha / beta) comes out at 4.7 / 7.3 eV. The expectation value of S² is 2.011. Its lowest unoccupied orbital energy (alpha / beta) is -2.7 / -2.8 eV. As for the spin multiplicity: 3. As for the charge: +1.

---

No. 2
Below is a molecular structure, C27H29BBrN6O4S3Y, with properties calculated with ωB97M-V/def2-TZVPD.

Last column: Löwdin charge in e.
Atoms and positions in Å:
Y  -0.898  0.299  0.211  1.08
Br  0.237  -3.019  0.169  0.84
S  0.975  -0.299  2.143  0.62
S  -2.101  1.806  2.295  0.61
S  -2.381  -1.175  -1.740  0.41
O  -2.672  -2.562  -1.502  -0.30
O  -0.930  -0.853  -1.758  -0.47
O  -3.945  -5.144  2.306  0.10
O  -3.008  -0.258  -0.763  -0.42
N  2.076  2.240  2.154  0.02
N  3.033  0.816  0.798  -0.13
N  -1.875  -1.708  1.334  -0.08
N  -1.412  0.917  4.762  -0.12
N  0.160  2.125  3.862  -0.03
N  0.141  1.931  -0.515  -0.02
C  -3.757  2.941  -2.286  -0.08
C  -3.082  -1.636  1.911  -0.14
C  3.208  -0.358  -0.024  -0.04
C  1.969  6.661  -0.061  -0.09
C  -0.039  5.348  0.018  -0.04
C  -2.682  0.274  5.006  -0.04
C  -0.194  3.067  -0.948  -0.33
C  -1.430  3.329  -1.774  -0.16
C  2.013  0.991  1.676  -0.71
C  0.598  4.320  -0.678  -0.20
C  3.148  2.863  1.561  -0.07
C  -2.448  4.375  -3.698  -0.08
C  -0.364  0.951  5.660  -0.05
C  -2.063  -4.101  1.380  -0.03
C  -3.303  -4.006  1.994  -0.30
C  -2.651  2.732  -1.475  -0.06
C  -1.347  4.172  -2.882  -0.02
C  -3.016  -0.748  -3.345  -0.11
C  -1.073  1.641  3.663  -0.73
C  0.649  6.506  0.341  -0.07
C  3.741  1.994  0.713  -0.05
C  1.918  4.478  -1.071  -0.05
C  -3.827  -2.740  2.254  0.02
C  0.602  1.699  5.092  -0.06
C  2.597  5.652  -0.776  -0.09
C  -3.654  3.752  -3.406  -0.09
C  -1.417  -2.926  1.065  -0.72
B  0.983  3.060  2.940  -0.45
H  3.393  3.886  1.784  0.12
H  3.625  5.780  -1.094  0.10
H  3.273  -1.249  0.599  0.08
H  -3.092  0.616  5.956  0.09
H  1.556  3.867  3.625  0.08
H  -0.400  0.424  6.597  0.12
H  -4.085  -0.945  -3.335  0.07
H  1.581  1.968  5.447  0.13
H  -3.450  -0.635  2.099  0.07
H  -1.640  -5.063  1.138  0.12
H  0.151  7.288  0.899  0.10
H  2.507  7.571  0.174  0.10
H  2.356  -0.472  -0.697  0.08
H  -2.765  2.128  -0.582  0.05
H  -2.567  -0.811  5.041  0.09
H  -4.794  -4.954  2.716  0.12
H  -2.507  -1.374  -4.072  0.07
H  4.602  2.105  0.078  0.12
H  -2.810  0.307  -3.516  0.06
H  0.244  3.544  2.138  0.06
H  -3.361  0.544  4.203  0.04
H  -4.514  3.907  -4.045  0.10
H  -4.803  -2.619  2.709  0.12
H  -1.070  5.220  0.324  0.12
H  -2.373  5.030  -4.556  0.10
H  2.409  3.681  -1.616  0.11
H  -0.410  4.668  -3.102  0.12
H  -4.701  2.472  -2.040  0.11
H  4.116  -0.247  -0.611  0.09

The gap between HOMO and LUMO comes out at 7.9 eV. Its lowest unoccupied orbital energy is 0.3 eV.

---

No. 3
Below is a molecular structure, C8H7CoN2O5, with properties calculated with ωB97M-V/def2-TZVPD.

Last column: Mulliken spin population.
Atoms and positions in Å:
Co  -0.626  0.347  -0.006  1.91
O  -1.413  1.288  2.588  0.09
O  -3.308  2.606  -1.239  -0.01
O  -1.021  -2.297  -0.929  0.05
O  4.199  -3.356  0.010  0.00
O  1.861  1.292  -1.129  -0.01
N  0.919  -0.766  1.317  0.10
N  1.463  -0.311  3.683  0.02
C  -2.495  1.803  -1.146  0.06
C  2.748  0.209  4.134  0.06
C  -1.285  1.060  1.445  0.03
C  -1.038  -1.166  -0.665  0.01
C  0.419  -0.651  4.635  0.05
C  0.761  1.096  -0.804  0.02
C  3.229  -2.874  -0.367  0.00
C  1.308  -0.550  2.449  0.61
H  3.555  -0.482  3.873  -0.01
H  0.291  -1.730  4.746  0.00
H  0.754  -0.299  5.597  0.00
H  2.929  1.208  3.717  0.00
H  -0.546  -0.196  4.390  -0.01
H  1.368  -0.976  0.461  0.03
H  2.664  0.236  5.210  0.00

The gap between HOMO and LUMO (alpha / beta) comes out at 5.9 / 7.6 eV. The expectation value of S² is 3.776. Its lowest unoccupied orbital energy (alpha / beta) is -4.1 / -6.2 eV. As for the spin multiplicity: 4. As for the charge: +1.

---

For each record above, in turn, the calculated ΔE to the lowest compared entry with this formula, charge and spin values are 0.00 15.37 0.00 kcal/mol.